1 | The following is a quantum chemistry calculation of a cluster of 2 separate species, C5H16N2O2 in total, from OMol25.

Each line ends with the Mulliken charge.
Element x y z (Å)
1 C 0.76243 -0.39351 -0.21636  -0.40
2 N 1.02055 1.02792 -0.07036  -0.29
3 C 2.17044 1.34247 0.74008  -0.75
4 N 2.00812 0.93167 2.17650  -0.50
5 C 0.01491 -0.68554 -1.52574  -1.14
6 C -1.49114 -0.53000 -1.38923  0.50
7 C -2.17410 -1.82847 -0.98442  -1.34
8 O -2.06713 -0.18762 -2.68105  -0.58
9 H 1.71275 -0.92282 -0.21013  0.54
10 H 0.15978 -0.75702 0.60762  0.14
11 H 0.26016 1.56232 0.30407  0.24
12 H 3.00623 0.75343 0.38993  0.43
13 H 2.36013 2.40990 0.68308  0.33
14 H 2.81935 0.37219 2.41323  0.21
15 H 2.04718 1.76706 2.75678  0.24
16 H 0.24044 -1.67234 -1.92885  0.36
17 H 0.44429 0.00511 -2.23773  0.48
18 H -1.78659 0.26304 -0.69742  0.16
19 H -1.77581 -2.12360 -0.00379  0.35
20 H -3.16543 -1.53940 -0.66210  0.36
21 H -2.10137 -2.56486 -1.77636  0.36
22 H -1.38426 0.30652 -3.14627  0.35
23 H -0.29859 0.54201 2.64543  0.32
24 H -1.53046 1.41705 2.32944  0.30
25 O -1.25188 0.50451 2.48362  -0.66

Summary:
M ... 136.195 g/mol
Orbital gap ... 9.8 eV
HOMO ... -9.1 eV


2 | The following is a quantum chemistry calculation of a cluster of 2 separate species, C5H16N2O2 in total, from OMol25.

Each line ends with the Mulliken charge.
Element x y z (Å)
1 C -2.58712 -0.00969 -0.80827  -0.37
2 C -2.48012 -0.24022 0.69771  -0.84
3 N -1.39791 0.55074 -1.43527  -0.42
4 O -1.09508 1.84462 -0.86344  -0.43
5 H -1.43751 2.47081 -1.51294  0.33
6 H -0.59503 -0.02000 -1.16743  0.44
7 H -2.75913 -0.95813 -1.32498  0.32
8 H -3.42595 0.65552 -1.03511  0.30
9 H -2.31484 0.70495 1.21239  0.24
10 H -3.39493 -0.69028 1.08069  0.38
11 H -1.64796 -0.90827 0.91414  0.15
12 C 1.52769 -2.29466 0.02871  -0.69
13 C 1.17361 0.80628 1.51343  -0.73
14 C 2.28110 0.80317 -0.61510  -0.84
15 N 1.79438 -0.00047 0.48645  0.01
16 O 0.78781 -1.13748 -0.08215  -0.33
17 H 1.90613 -2.64933 -0.93844  0.23
18 H 2.41778 -1.92638 0.63821  0.34
19 H 0.94586 -3.06239 0.55749  0.25
20 H 0.34440 1.39671 1.10635  0.20
21 H 1.91620 1.49204 1.92726  0.31
22 H 0.80083 0.15274 2.30044  0.27
23 H 2.67659 0.14222 -1.38565  0.26
24 H 1.48376 1.42314 -1.04149  0.28
25 H 3.07944 1.45437 -0.25301  0.34

Summary:
M ... 136.195 g/mol
Orbital gap ... 9.9 eV
HOMO ... -8.9 eV


Ordering by calculated energy gives the sequence 1, 2, with the first entry being the most stable.


1 | The following is a quantum chemistry calculation of an isolated molecule of C3H3FN2O, from OMol25.

Each line ends with the Mulliken charge.
Element x y z (Å)
1 C -0.17068 -0.56174 -0.39514  0.56
2 C 0.06394 2.47520 -0.90705  -0.11
3 C -0.13949 -1.66180 0.63569  -0.73
4 N -0.33819 -0.45457 -1.58679  -0.44
5 N 0.24995 0.55401 0.43769  -0.03
6 O 0.30879 1.74081 0.06645  0.02
7 F 0.31787 3.72661 -0.66422  -0.07
8 H 0.95085 -1.76604 1.05817  0.25
9 H -0.94494 -1.34477 1.28335  0.27
10 H -0.29810 -2.70773 0.07185  0.29

Summary:
M ... 102.068 g/mol
Orbital gap (spin up / spin down) ... 8.5 / 6.6 eV
HOMO (spin up / spin down) ... -9.8 / -9.1 eV


2 | The following is a quantum chemistry calculation of an isolated molecule of C3H3FN2O, from OMol25.

Each line ends with the Mulliken charge.
Element x y z (Å)
1 C -0.39119 0.08206 -0.18334  0.49
2 C 0.33753 -1.06597 -0.14319  -0.26
3 C 1.52578 0.43541 0.66258  0.47
4 H -2.21172 0.96218 0.02036  0.26
5 H -2.10392 -0.27289 -1.15219  0.25
6 H 0.03886 -2.07346 -0.49989  0.33
7 N -1.61132 0.48469 -0.70832  -0.52
8 N 1.58000 -0.81314 0.40663  -0.49
9 O 0.39784 1.07740 0.34802  -0.32
10 F 2.43815 1.18372 1.24933  -0.22

Summary:
M ... 102.068 g/mol
Orbital gap ... 9.3 eV
HOMO ... -8.6 eV


Ordering by calculated energy gives the sequence 2, 1, with the first entry being the most stable.


1 | The following is a quantum chemistry calculation of a structure of composition C4H2F2, from OMol25.

Each line ends with the Mulliken charge.
Element x y z (Å)
1 C -0.49502 0.52035 -1.80612  -0.53
2 C -0.82348 -0.06032 -0.69367  0.11
3 C -0.35870 -0.57084 0.58387  -0.68
4 C 0.53277 0.35936 -0.16444  1.03
5 F 1.63108 -0.13467 -0.62910  -0.21
6 F 0.68861 1.55770 0.42937  -0.24
7 H -0.80026 -0.06427 1.48977  0.22
8 H -0.37498 -1.60731 0.79034  0.30

Summary:
M ... 88.056 g/mol
Orbital gap ... 11.4 eV
HOMO ... -10.7 eV


2 | The following is a quantum chemistry calculation of a cluster of 2 separate species, C4H2F2 in total, from OMol25.

Each line ends with the Mulliken charge.
Element x y z (Å)
1 C -1.91033 1.82566 1.78504  0.24
2 C -1.87850 1.19918 0.81541  -0.43
3 C 0.30955 0.09611 -0.61290  -0.31
4 C 0.91200 -1.01405 -0.25786  0.53
5 F 2.08617 -1.48515 -0.79049  -0.21
6 F 0.34957 -1.87716 0.53958  -0.19
7 H -0.74124 0.52711 -0.16994  0.09
8 H 0.87278 0.72829 -1.30884  0.28

Summary:
M ... 88.056 g/mol
Orbital gap (spin up / spin down) ... 7.4 / 7.1 eV
HOMO (spin up / spin down) ... -10.6 / -10.5 eV


Ordering by calculated energy gives the sequence 1, 2, with the first entry being the most stable.


1 | The following is a quantum chemistry calculation of a cluster of 4 separate species, C3H12O4S in total, from OMol25.

Each line ends with the Mulliken charge.
Element x y z (Å)
1 O 2.57487 0.77668 -2.16512  -0.48
2 C 1.78345 0.21655 -1.45938  0.06
3 C 0.99930 0.89606 -0.35821  -0.24
4 C 1.20819 0.09899 0.93437  -0.64
5 S 0.52485 1.01158 2.36235  -0.23
6 H 1.59558 -0.88595 -1.49432  0.20
7 H -0.04035 0.96153 -0.67283  0.23
8 H 1.42729 1.89180 -0.27949  0.30
9 H 0.79172 -0.89726 0.79479  0.31
10 H 2.26935 0.11150 1.17012  0.37
11 H -0.71429 1.19529 1.87919  0.13
12 H -2.88254 -1.50100 -0.84304  0.28
13 H -2.33485 -0.41688 -1.88956  0.33
14 O -2.17434 -0.89812 -1.07492  -0.61
15 H -0.18693 -3.23638 -1.54354  0.30
16 H -0.87374 -3.77687 -0.27315  0.31
17 O -1.00824 -3.61947 -1.21513  -0.63
18 H -3.18535 1.97330 1.00005  0.29
19 H -2.59585 0.89855 -0.15528  0.32
20 O -2.58635 1.25859 0.73875  -0.60

Summary:
M ... 144.192 g/mol
Orbital gap ... 9.0 eV
HOMO ... -8.8 eV


2 | The following is a quantum chemistry calculation of a cluster of 4 separate species, C3H12O4S in total, from OMol25.

Each line ends with the Mulliken charge.
Element x y z (Å)
1 O 2.54565 -0.21942 -1.73395  -0.47
2 C 2.61477 -0.12832 -0.53169  -0.12
3 C 1.43198 -0.39850 0.34149  -0.37
4 C 0.49725 -1.45146 -0.18852  -0.51
5 S -0.50164 -2.26875 1.06540  -0.27
6 H 3.60154 0.06993 -0.07915  0.36
7 H 0.90208 0.56843 0.41909  0.16
8 H 1.69518 -0.59372 1.38536  0.37
9 H -0.06456 -1.03050 -1.02374  0.40
10 H 1.05382 -2.22417 -0.73158  0.35
11 H -0.50230 -3.50426 0.61443  0.11
12 H -1.01632 3.37470 -0.49584  0.31
13 H -1.89924 2.31906 0.21781  0.28
14 O -1.50708 2.56291 -0.61742  -0.64
15 H -0.99579 1.41414 -2.07492  0.35
16 H 0.09480 0.72251 -2.83534  0.31
17 O -0.76353 0.53784 -2.46660  -0.65
18 H -3.16777 2.35893 3.21249  0.32
19 H -1.74835 2.35295 3.43315  0.30
20 O -2.33467 2.42015 2.68455  -0.61

Summary:
M ... 144.192 g/mol
Orbital gap ... 9.1 eV
HOMO ... -8.8 eV


Ordering by calculated energy gives the sequence 2, 1, with the first entry being the most stable.


1 | The following is a quantum chemistry calculation of a cluster of 2 separate species, CH2O2S3 in total, from OMol25.

Each line ends with the Mulliken charge.
Element x y z (Å)
1 C -0.58779 -0.13797 -0.31153  -0.23
2 O 1.55206 0.93648 1.08224  -0.51
3 O 1.92923 0.24327 -1.26789  -0.52
4 S 0.26735 -1.63138 0.34593  -0.10
5 S -1.95903 0.57944 0.47650  -0.11
6 S 1.13501 0.21629 -0.08109  0.99
7 H -0.64536 -0.26545 -1.92484  0.32
8 H -1.69147 0.05931 1.68068  0.16

Summary:
M ... 142.226 g/mol
Orbital gap ... 9.3 eV
HOMO ... -9.8 eV


2 | The following is a quantum chemistry calculation of an isolated molecule of CH2O2S3, from OMol25.

Each line ends with the Mulliken charge.
Element x y z (Å)
1 C 0.34232 -0.08185 -0.07969  0.71
2 O 0.09189 1.01674 0.34493  -0.45
3 O 1.38723 -0.73867 -0.37074  -0.26
4 S 2.93519 -0.09627 -0.18430  -0.05
5 S -2.70460 -0.02104 0.41860  -0.19
6 S -1.13050 -1.21458 -0.38169  -0.11
7 H 2.50382 0.78099 0.96098  0.18
8 H -3.42536 0.35468 -0.70809  0.17

Summary:
M ... 142.226 g/mol
Orbital gap ... 9.1 eV
HOMO ... -9.5 eV


Ordering by calculated energy gives the sequence 2, 1, with the first entry being the most stable.


1 | The following is a quantum chemistry calculation of a cluster of 2 separate species, C3H11N5 in total, from OMol25.

Each line ends with the Mulliken charge.
Element x y z (Å)
1 C -0.08155 0.02497 1.17974  0.53
2 C 1.25235 -0.03044 1.89148  -1.27
3 N -0.86487 1.14825 1.48474  -0.56
4 N -0.73970 -1.17015 1.05499  -0.55
5 H 0.53805 0.08275 -0.20616  0.33
6 H -0.34382 2.00460 1.59763  0.24
7 H -1.74540 -1.08370 0.95896  0.24
8 H -0.38320 -1.74134 0.17962  0.44
9 H -1.67869 1.28211 0.89974  0.26
10 H 1.83706 0.86929 1.69218  0.36
11 H 1.09377 -0.12163 2.96881  0.40
12 H 1.82006 -0.89420 1.54841  0.29
13 C 0.11795 0.76219 -2.10716  -0.01
14 N 0.59306 -0.30456 -1.32526  0.03
15 N 0.10689 -1.53846 -1.43076  -0.90
16 N -0.46739 0.72036 -3.23216  -0.62
17 H -0.79923 -1.50212 -1.92839  0.17
18 H -0.63815 -0.23865 -3.54079  0.26
19 H 0.38281 1.73073 -1.68564  0.38

Summary:
M ... 117.156 g/mol
Orbital gap (spin up / spin down) ... 7.2 / 7.3 eV
HOMO (spin up / spin down) ... -7.4 / -7.5 eV


2 | The following is a quantum chemistry calculation of a cluster of 2 separate species, C3H11N5 in total, from OMol25.

Each line ends with the Mulliken charge.
Element x y z (Å)
1 C -2.54357 0.57727 -0.48987  -0.88
2 N -1.41359 0.82253 0.38220  -0.12
3 C -0.68210 -0.21061 0.98458  0.17
4 N -0.68604 -1.42865 0.62364  -0.81
5 H -1.32868 1.75710 0.74965  0.25
6 H -1.56415 -1.85841 0.35573  0.16
7 H -0.12046 0.15187 1.84168  0.42
8 H -3.37566 1.22250 -0.21576  0.32
9 H -2.90962 -0.44526 -0.39780  0.25
10 H -2.28601 0.75859 -1.53773  0.26
11 N 2.18707 -0.20528 0.50404  -0.01
12 N 2.10922 -1.52878 0.02876  -0.65
13 C 1.80085 0.94823 -0.24767  -0.14
14 N 1.34702 0.95577 -1.43238  -0.65
15 H 2.77651 -0.11672 1.31959  0.20
16 H 2.42674 -1.55723 -0.94164  0.27
17 H 1.10962 -1.78191 0.02785  0.31
18 H 0.84947 0.09916 -1.67376  0.27
19 H 2.30339 1.83982 0.11892  0.40

Summary:
M ... 117.156 g/mol
Orbital gap ... 9.6 eV
HOMO ... -8.7 eV


Ordering by calculated energy gives the sequence 2, 1, with the first entry being the most stable.